{
  "formula": "C21H22NO2P",
  "method": "the ωB97M-V functional and the def2-TZVPD basis",
  "species": ["P", "O", "O", "N", "C", "C", "C", "C", "C", "C", "C", "C", "C", "C", "C", "C", "C", "C", "C", "C", "C", "C", "C", "C", "C", "H", "H", "H", "H", "H", "H", "H", "H", "H", "H", "H", "H", "H", "H", "H", "H", "H", "H", "H", "H", "H", "H"],
  "positions_angstrom": [[-1.307, -1.120, 0.371], [-1.451, -2.356, 1.169], [-4.158, -1.867, 1.299], [1.533, 0.723, -0.891], [-0.418, 0.170, 1.302], [2.385, 1.884, -0.936], [3.267, -0.798, -0.133], [1.376, 0.607, 2.834], [2.810, -3.144, 0.069], [1.530, -2.917, -0.406], [-5.320, 0.682, -0.979], [-4.097, -0.893, 0.381], [-4.133, 1.149, -1.528], [1.103, 1.963, 2.759], [0.056, 2.418, 1.974], [1.099, -1.646, -0.749], [3.673, -2.073, 0.209], [-2.897, -0.419, -0.168], [0.612, -0.290, 2.111], [-5.304, -0.326, -0.041], [-2.937, 0.597, -1.120], [-0.327, -1.460, -1.169], [1.979, -0.553, -0.614], [3.250, 1.962, -2.196], [-0.706, 1.525, 1.242], [-0.465, -0.690, -1.927], [0.755, 0.773, -1.528], [-6.262, 1.108, -1.291], [4.674, -2.227, 0.584], [3.123, -4.142, 0.332], [3.961, 0.018, -0.013], [-3.262, -2.219, 1.464], [1.699, 2.666, 3.322], [3.891, 1.086, -2.270], [0.800, -1.352, 2.167], [3.873, 2.852, -2.171], [-1.525, 1.882, 0.635], [-4.145, 1.937, -2.266], [2.184, 0.249, 3.455], [-2.009, 0.957, -1.544], [1.733, 2.762, -0.883], [0.841, -3.743, -0.506], [-0.739, -2.399, -1.547], [3.013, 1.892, -0.042], [-0.166, 3.475, 1.931], [-6.216, -0.703, 0.394], [2.623, 2.003, -3.085]],
  "atomic_forces_ev_per_a": [[0.0, 1.2, -0.9], [-0.4, -0.8, 0.5], [-0.1, 0.0, 0.1], [-0.3, 0.0, -0.3], [-0.4, -0.5, -0.2], [0.2, 0.1, -0.2], [0.0, 0.2, 0.0], [0.1, 0.0, 0.0], [0.0, -0.1, 0.1], [0.1, 0.0, 0.0], [0.1, -0.1, 0.1], [0.0, 0.2, -0.2], [0.1, 0.2, -0.2], [0.1, 0.0, 0.0], [-0.1, 0.2, -0.1], [0.2, -0.1, -0.1], [0.0, -0.1, 0.0], [0.5, -0.4, 0.3], [-0.1, -0.1, 0.1], [0.0, -0.1, 0.1], [-0.1, 0.0, 0.0], [-0.2, 0.2, 0.6], [0.1, -0.2, -0.1], [-0.1, 0.0, 0.3], [-0.1, 0.0, 0.0], [-0.1, 0.0, 0.0], [0.0, 0.0, 0.1], [-0.1, 0.0, 0.0], [0.1, 0.0, 0.0], [0.0, -0.1, 0.0], [0.1, 0.1, 0.0], [0.2, -0.1, 0.0], [0.0, 0.1, 0.1], [0.1, -0.1, -0.1], [0.1, -0.1, 0.1], [0.1, 0.1, -0.1], [-0.1, 0.1, 0.0], [0.0, 0.1, -0.1], [0.1, 0.0, 0.1], [0.1, 0.1, -0.1], [0.1, 0.0, 0.1], [-0.1, -0.1, 0.0], [0.0, 0.1, 0.0], [-0.1, 0.1, 0.0], [0.0, 0.1, 0.0], [-0.1, 0.0, 0.0], [0.0, 0.0, -0.1]],
  "lowdin_charge": [0.792, -0.311, 0.065, 0.020, -0.262, -0.259, -0.036, -0.067, -0.095, -0.051, -0.077, -0.308, -0.096, -0.082, -0.086, -0.239, -0.089, -0.202, -0.080, -0.008, -0.113, -0.166, -0.242, -0.080, -0.080, 0.078, 0.112, 0.106, 0.102, 0.098, 0.101, 0.066, 0.103, 0.066, 0.113, 0.070, 0.095, 0.100, 0.107, 0.096, 0.114, 0.116, 0.107, 0.106, 0.103, 0.118, 0.071],
  "lumo_energy_ha": 0.02099,
  "homo_energy_ev": -7.79,
  "smiles": "CCNc1ccccc1C[P@@](=O)(c1ccccc1)c1ccccc1O",
  "multiplicity": 1
}